The following is a quantum chemistry calculation of 9 unconnected molecules or ions with the total composition C32H96N8O12P in a non-equilibrium geometry, from the OMol25 dataset.

Energy relative to the best compared isomer or geometry (same formula, charge and spin), kJ/mol: 0.0
Highest occupied orbital energy, eV: -19.86
Charge: +5
Spin multiplicity: 1
Lowest unoccupied orbital energy, eV: -11.955

The geometry in XYZ format:
```
149
Properties=species:S:1:pos:R:3:forces:R:3:mulliken_charge:R:1
P 0.055671 0.209817 -0.257757 -0.178 0.130 0.365 -2.768
O -0.180207 0.599235 1.251864 0.251 0.184 -0.616 -0.425
O -1.153529 -0.595648 -0.777705 0.075 0.054 -0.198 0.646
O 1.339397 -0.673905 -0.358186 0.428 0.700 -0.111 -0.392
O 0.188037 1.546718 -1.071402 0.482 -0.458 -0.337 0.805
C 6.299758 -0.774733 0.658661 0.388 -0.771 1.216 -1.543
C 4.861632 -1.130409 0.296098 1.704 0.266 -0.972 1.075
C 4.324491 -2.335882 1.013825 -2.315 0.143 0.481 -0.926
O 3.902507 -1.975414 2.333841 0.903 0.189 0.299 -0.145
C 4.553105 -2.746242 3.373941 0.704 -0.295 -0.807 -1.040
N 3.996701 0.085963 0.471478 -1.611 -0.408 0.481 -0.016
H 2.975218 -0.125815 0.238380 0.176 -0.075 -0.618 -0.094
H 3.914411 0.378663 1.450799 0.735 -0.199 0.029 0.549
H 4.348386 0.862487 -0.083117 0.084 -0.028 0.054 0.488
H 6.903105 -0.243629 -0.073547 -0.396 0.313 -0.110 0.441
H 6.843478 -1.705429 0.846828 -0.038 -0.046 -0.304 0.418
H 6.360206 -0.305560 1.646515 -0.057 0.354 -0.203 0.441
H 4.872269 -1.328442 -0.780597 -0.345 -0.032 0.057 -0.600
H 4.985186 -3.198275 0.936714 0.309 0.203 0.282 0.809
H 3.362199 -2.649167 0.578214 0.333 -0.004 -0.588 0.058
H 4.440375 -2.253266 4.332030 -0.438 -0.133 0.070 0.255
H 5.628441 -2.815551 3.182302 -0.024 0.220 -0.005 0.423
H 4.188363 -3.771119 3.297986 -0.227 0.036 0.587 0.392
C -0.417587 3.377492 3.405032 0.276 -0.597 0.403 -1.376
C 0.502738 4.024329 2.397327 -0.454 1.307 0.115 0.584
C 1.501732 4.982141 3.032725 0.350 0.137 0.263 -0.907
O 2.334869 4.161582 3.834640 0.085 0.563 -0.335 -0.327
C 3.411934 4.909859 4.415244 0.846 -0.347 0.307 -0.802
N 1.342210 2.979305 1.707988 -0.012 -0.302 0.666 0.191
H 0.783566 2.164217 1.341246 -0.069 0.023 0.141 -0.749
H 1.962781 3.388252 1.013697 -0.243 0.065 -0.134 0.438
H 1.958528 2.685361 2.484917 -0.044 -0.111 -0.153 0.549
H 0.166602 3.019428 4.256122 0.040 -0.172 -0.097 0.349
H -0.939538 2.529901 2.959799 -0.156 0.057 0.065 0.071
H -1.125080 4.074565 3.848837 -0.056 0.199 -0.373 0.551
H -0.070406 4.582209 1.656455 0.039 -0.231 -0.228 0.004
H 1.061949 5.793831 3.621524 -0.484 -0.341 0.075 0.533
H 2.068138 5.537662 2.263931 0.210 -0.373 -0.052 0.440
H 3.121478 5.568057 5.234624 -0.456 0.054 -0.216 0.307
H 3.953106 5.472780 3.650996 -0.145 0.090 -0.020 0.345
H 4.109436 4.191631 4.844530 -0.100 -0.078 -0.068 0.263
C 1.990473 -1.957768 -4.929855 0.088 -0.919 -0.575 -1.446
C 2.201323 -1.827164 -3.446340 0.203 1.704 0.128 1.515
C 3.460987 -2.473095 -2.912259 0.128 -0.692 0.419 -0.363
O 4.571134 -1.663802 -3.186241 -0.089 0.686 -0.249 -0.478
C 5.808568 -2.384232 -3.192405 0.010 -0.483 0.873 -0.872
N 2.342369 -0.335790 -3.089740 -0.974 1.217 0.090 0.012
H 1.873212 -0.091182 -2.182811 0.431 -0.732 0.205 -0.545
H 3.307904 0.011262 -3.091694 0.117 -0.590 -0.157 0.506
H 1.824677 0.226553 -3.768931 0.225 -0.255 -0.221 0.413
H 1.106140 -1.466679 -5.338798 -0.077 0.114 0.308 0.357
H 1.862028 -3.027834 -5.119082 -0.127 0.058 -0.119 0.454
H 2.841293 -1.677169 -5.553079 0.164 0.198 0.321 0.411
H 1.313457 -2.067603 -2.865563 0.062 -0.565 -0.046 -0.937
H 3.554573 -3.460726 -3.376144 0.055 -0.013 0.103 0.693
H 3.397715 -2.588831 -1.820922 -0.241 -0.273 -0.070 -0.079
H 5.901737 -2.973457 -2.267997 -0.229 -0.175 -0.146 0.349
H 6.640152 -1.690836 -3.123590 -0.098 0.219 -0.667 0.288
H 5.823062 -3.059930 -4.042943 0.370 0.106 -0.135 0.388
C -2.273248 -0.806658 -4.080800 1.690 -0.055 -0.238 -1.202
C -2.722101 0.628256 -4.053189 -1.170 0.115 0.522 0.356
C -3.969699 0.731400 -3.208633 -0.823 0.989 0.505 -0.629
O -4.299165 2.114242 -3.153457 0.179 -0.375 -0.001 -0.423
C -5.538362 2.363990 -2.510617 -0.762 0.291 0.320 -0.720
N -1.727251 1.559626 -3.423126 1.372 0.060 0.763 0.156
H -2.161755 2.452953 -3.162033 -0.369 0.106 -0.296 0.334
H -1.216417 1.264583 -2.551362 -0.505 -0.332 -0.190 -0.750
H -0.981525 1.773521 -4.083085 -0.183 0.117 -0.169 0.493
H -1.844565 -1.053028 -3.104701 -0.351 -0.026 0.125 -0.001
H -1.443448 -0.961599 -4.780488 -0.208 0.031 -0.214 0.290
H -3.046572 -1.522884 -4.338392 -0.237 0.237 -0.046 0.509
H -2.923254 1.132246 -4.996937 -0.082 -0.520 -0.323 0.549
H -3.819129 0.348107 -2.186119 0.176 -0.114 -0.120 -0.165
H -4.830591 0.195289 -3.620526 0.330 -0.237 -0.308 0.761
H -5.861731 3.371116 -2.763805 0.265 0.084 0.104 0.313
H -5.468364 2.248956 -1.422276 0.178 0.080 -0.043 0.165
H -6.363356 1.716014 -2.827927 0.374 -0.230 -0.290 0.367
C 0.852925 -3.682273 3.204596 1.345 -0.336 0.100 -1.322
C 0.084882 -2.395139 3.346667 -0.275 0.108 -0.527 1.079
C -0.411823 -2.043714 4.722468 -0.111 0.245 0.720 -1.103
O -0.946226 -0.736465 4.686834 -0.339 -0.284 -0.446 -0.076
C -1.466376 -0.340122 5.958160 0.434 0.188 0.326 -0.983
N 0.970291 -1.281008 2.853343 -0.350 0.901 -0.689 1.118
H 1.694381 -1.013642 3.520858 -0.042 -0.214 0.028 0.475
H 1.416546 -1.520270 1.959037 0.163 -0.278 0.309 -0.447
H 0.414749 -0.426986 2.544082 0.104 -0.429 0.351 -0.114
H 1.740500 -3.652406 3.847280 -0.158 0.011 0.189 0.299
H 1.291193 -3.781961 2.204572 -0.334 0.078 -0.124 0.228
H 0.369011 -4.629529 3.419258 -0.573 0.257 0.123 0.433
H -0.772127 -2.362630 2.667533 -0.003 -0.071 -0.006 -0.346
H 0.374919 -2.059445 5.491154 0.169 -0.321 -0.194 0.429
H -1.182478 -2.762764 5.021575 0.103 -0.097 -0.022 0.546
H -2.045658 -1.114323 6.465753 -0.113 -0.126 -0.329 0.396
H -2.086328 0.533940 5.789490 -0.004 0.070 0.092 0.299
H -0.630159 -0.091782 6.617069 -0.088 0.146 0.059 0.362
C -4.040274 0.289860 3.234274 0.046 -0.877 0.983 -1.685
C -3.969902 -0.230390 1.828335 0.452 0.047 -0.113 1.633
C -5.293223 -0.202992 1.118921 -1.147 1.591 -0.386 -1.434
O -5.211253 -0.545214 -0.246812 0.413 -0.726 -0.195 -0.012
C -6.006523 -1.671884 -0.640341 -0.184 -0.185 0.720 -0.905
N -2.972646 0.566513 1.028504 0.672 -0.603 -1.447 0.996
H -1.950745 0.510381 1.311797 -0.542 0.313 0.467 -0.381
H -2.890605 0.097565 0.105999 -0.077 0.111 0.146 -0.300
H -3.209300 1.530663 0.788728 -0.291 0.014 0.602 0.468
H -4.634821 -0.392974 3.849824 -0.407 0.187 -0.265 0.492
H -4.459925 1.289554 3.322376 0.039 0.053 -0.099 0.405
H -3.082668 0.199557 3.748675 0.265 0.436 -0.341 0.168
H -3.552582 -1.238132 1.756688 -0.047 -0.083 0.342 -0.230
H -5.672554 0.832565 1.094527 0.277 0.100 0.338 0.321
H -6.087458 -0.695433 1.686005 0.322 -0.609 -0.113 0.585
H -5.596294 -2.612069 -0.249149 0.120 0.110 -0.117 0.334
H -6.060471 -1.708549 -1.723813 0.032 0.112 -0.023 0.272
H -7.008594 -1.582720 -0.212907 -0.042 0.080 -0.280 0.383
C -3.189179 -3.613110 -1.976577 -0.764 -0.411 0.266 -1.368
C -2.260264 -3.907943 -0.812678 -0.877 0.321 -0.144 1.235
C -2.153602 -5.384290 -0.532633 1.108 -0.136 0.326 -1.012
O -1.611185 -5.521740 0.761599 -0.096 -0.044 0.374 -0.243
C -1.959223 -6.785634 1.353709 -0.110 0.045 0.295 -0.824
N -0.903434 -3.284638 -1.029719 -0.494 0.755 -0.541 0.601
H -0.546957 -3.531162 -1.953866 0.014 -0.150 0.111 0.564
H -1.065888 -2.218841 -1.003661 0.558 -0.070 0.122 -0.631
H -0.195705 -3.512897 -0.331686 -0.266 -0.266 0.118 0.307
H -4.189176 -3.971750 -1.707576 0.220 -0.294 0.207 0.540
H -2.949184 -4.200978 -2.864380 0.224 0.546 -0.294 0.486
H -3.407897 -2.551048 -2.094415 0.659 0.038 -0.487 -0.199
H -2.672850 -3.334298 0.019324 0.162 -0.449 0.406 -0.381
H -1.426453 -5.830530 -1.230263 -0.259 -0.026 -0.294 0.340
H -3.092927 -5.920666 -0.675201 -0.194 0.241 0.185 0.572
H -1.673408 -7.604965 0.693583 -0.190 -0.061 0.016 0.347
H -3.024083 -6.781551 1.599725 -0.037 -0.233 -0.340 0.358
H -1.449401 -6.915154 2.306475 0.303 0.263 -0.159 0.222
C 2.216925 5.971702 -2.954466 0.495 0.281 -0.346 -1.438
C 1.099937 5.185528 -2.290871 0.338 0.557 -0.074 0.536
C -0.262077 5.562059 -2.853365 -0.669 0.089 0.700 -0.805
O -1.216189 4.566196 -2.519871 0.154 -0.948 -0.416 -0.316
C -1.799288 4.778855 -1.240557 -0.718 0.061 -0.174 -0.769
N 1.347609 3.698897 -2.484687 0.504 -1.581 1.124 0.028
H 1.377243 3.363195 -3.449803 0.090 0.717 -0.152 0.497
H 2.266680 3.509739 -2.070134 0.180 0.273 -0.590 0.509
H 0.804102 2.926942 -1.962851 -0.612 0.938 0.066 0.206
H 1.901160 7.005630 -3.105686 -0.177 -0.097 -0.192 0.415
H 2.501627 5.543765 -3.919626 -0.249 0.173 -0.128 0.395
H 3.149489 6.082513 -2.396119 -0.177 -0.389 0.324 0.432
H 1.184415 5.370533 -1.218716 -0.392 -0.331 0.091 -0.066
H -0.197255 5.752871 -3.926669 -0.209 -0.493 -0.086 0.445
H -0.655301 6.483174 -2.411717 0.675 0.290 -0.064 0.430
H -2.522027 3.993003 -1.010616 0.130 -0.196 -0.406 -0.032
H -2.386485 5.696418 -1.304674 0.234 0.200 0.485 0.487
H -1.074091 4.759575 -0.423671 0.154 0.351 -0.086 0.361
```
Forces are in eV/Å.